{
  "formula": "C4H5NO",
  "method": "wB97M-V/def2-TZVPD",
  "total_energy_ha": -285.1819,
  "total_charge": 0,
  "mol_weight_g_mol": 83.09,
  "symbols": ["C", "C", "C", "C", "N", "O", "H", "H", "H", "H", "H"],
  "xyz": [[0.770277, -0.230686, 0.118395], [-1.164624, -0.110953, 0.047299], [1.886716, 0.458948, 0.014195], [-1.913953, 1.008051, 0.087900], [0.432945, -1.562175, 0.215966], [-0.992601, -1.432471, -0.012935], [2.744259, -0.144662, -0.178941], [1.761323, 1.521269, -0.094314], [-2.963403, 0.915858, 0.107959], [-1.360532, 1.835424, -0.005179], [0.799598, -2.258604, -0.300347]],
  "atomic_forces_ev_per_a": [[-4.010, 1.978, -0.426], [6.393, 2.866, 0.446], [-1.289, -0.619, -0.278], [-0.584, -5.905, 0.032], [-2.828, 2.398, 2.869], [-1.159, -2.025, -0.041], [1.088, 0.307, 0.121], [0.617, 0.167, 0.011], [-1.119, 0.432, -0.041], [1.547, 3.181, -0.097], [1.344, -2.779, -2.597]],
  "nbo_charge": [0.147, 0.402, -0.564, -0.563, -0.317, -0.370, 0.213, 0.234, 0.220, 0.231, 0.366]
}